# 1
{"formula": "CH4N2OS", "method": "ωB97M-V/def2-TZVPD", "elements": ["C", "N", "N", "O", "S", "H", "H", "H", "H"], "xyz": [[0.8239, -0.0831, 0.8234], [-1.5305, 1.1065, 0.2166], [1.5246, -0.6180, -0.1344], [-1.0113, -1.2842, -0.9114], [-1.0952, -0.5750, 0.4596], [-0.9064, 1.5683, -0.4437], [-1.4134, 1.6089, 1.1842], [1.0489, -1.2091, -0.9236], [2.5593, -0.5144, -0.2709]], "atomic_forces_ev_per_a": [[-0.2, -0.5, -0.4], [0.2, 0.2, 2.1], [-0.5, -1.0, -1.4], [-0.3, 1.4, 2.2], [2.1, 0.2, -2.4], [0.1, -0.2, 0.1], [-0.3, -1.3, -2.3], [0.4, 1.0, 1.5], [-1.5, 0.2, 0.6]], "e_above_lowest_kj_mol": 334.40, "homo_ha": -0.3204, "smiles": "NC#S(N)=O"}



# 2
{"formula": "CH4N2OS2", "method": "ωB97M-V/def2-TZVPD", "elements": ["C", "H", "H", "H", "H", "N", "N", "O", "S", "S"], "xyz": [[-0.1603, -0.6682, 0.4547], [2.1119, 0.0239, -0.8283], [1.6107, -0.5560, 1.4438], [-1.7041, -0.6567, -0.8734], [-1.7589, 1.9855, -0.1843], [1.0821, -0.2025, 0.6524], [-0.8782, -0.1433, -0.6153], [1.6626, 0.6763, -0.2365], [-0.9391, -1.8936, 1.3329], [-1.0267, 1.4346, -1.1460]], "atomic_forces_ev_per_a": [[-1.4, -0.5, -0.3], [-0.2, 1.2, 0.1], [0.0, 0.3, -0.3], [0.1, -0.5, 0.6], [-0.3, 0.0, 0.5], [-1.1, -0.4, 0.9], [0.1, -0.3, 0.0], [1.0, -1.4, -0.4], [1.1, 0.8, -0.2], [0.7, 0.9, -0.8]], "e_above_lowest_kj_mol": 207.57, "homo_ha": -0.3129, "smiles": "ONC(=S)NS"}



# 3
{"formula": "CH4N2S", "method": "ωB97M-V/def2-TZVPD", "elements": ["C", "N", "N", "S", "H", "H", "H", "H"], "xyz": [[0.9947, -0.6283, 0.0816], [-1.3088, 0.0107, -0.0061], [-0.0048, 0.2354, -0.1607], [2.4894, 0.0969, -0.0090], [0.8235, -1.7578, 0.1384], [-1.9349, 0.2103, -0.7746], [-1.7736, 0.3788, 0.8441], [0.7144, 1.4541, -0.1137]], "atomic_forces_ev_per_a": [[0.3, 0.0, -1.0], [-2.7, -0.6, 1.2], [2.8, 3.6, 0.5], [0.2, -0.8, 0.5], [-0.1, 1.8, 0.1], [0.7, 0.1, -0.4], [1.0, -0.3, -0.5], [-2.2, -3.9, -0.3]], "e_above_lowest_kj_mol": 326.99, "homo_ha": -0.3119}



# 4
{"formula": "CH4N2S2", "method": "ωB97M-V/def2-TZVPD", "elements": ["C", "N", "N", "S", "S", "H", "H", "H", "H"], "xyz": [[0.7476, -0.8126, 0.3744], [0.6683, 0.2014, -0.6094], [-0.3837, 0.0267, 0.3474], [-3.2858, 0.3979, 0.0969], [-1.7529, -0.8794, -0.1459], [0.6883, -1.8220, 0.0766], [1.5971, -0.5337, 1.2080], [1.2989, 1.1048, -0.5684], [-3.4951, 0.6344, -1.1505]], "atomic_forces_ev_per_a": [[4.1, 2.2, 3.1], [1.0, 1.4, -3.0], [-0.3, 1.1, 1.4], [0.0, -0.2, 1.6], [-0.1, -0.4, -0.4], [0.0, -1.1, -0.4], [-2.5, -1.2, -1.6], [-2.0, -2.3, 0.9], [-0.2, 0.5, -1.6]], "e_above_lowest_kj_mol": 301.24, "homo_ha": -0.3313, "smiles": "SSN1CN1"}



# 5
{"formula": "CH4N2S2", "method": "ωB97M-V/def2-TZVPD", "elements": ["C", "N", "N", "S", "S", "H", "H", "H", "H"], "xyz": [[-2.2602, -0.7116, -0.6147], [-3.0595, -0.0554, -1.2649], [0.9191, 0.0854, 0.6978], [-1.5352, -1.9458, 0.0523], [0.0526, 1.4161, -0.2743], [-3.2220, 0.7418, -1.7438], [0.5177, -0.8823, 0.7575], [1.8562, -0.3031, 0.3081], [1.0327, 0.4076, 1.7438]], "atomic_forces_ev_per_a": [[-2.7, 1.7, -2.6], [2.6, -4.6, 3.7], [2.0, -1.3, 1.7], [0.2, -0.1, 0.4], [0.5, -0.9, 0.4], [-0.2, 2.8, -1.4], [-1.2, 1.2, -0.1], [-1.3, 2.0, 0.7], [0.1, -0.8, -2.8]], "e_above_lowest_kj_mol": 196.40, "homo_ha": -0.2963, "smiles": "[NH3+][S-].N=C=S"}



# 6
{"formula": "CH4N2S2", "method": "ωB97M-V/def2-TZVPD", "elements": ["C", "N", "N", "S", "S", "H", "H", "H", "H"], "xyz": [[-1.7183, 0.3543, -0.3227], [-0.9813, 0.3810, 0.6697], [1.0116, -0.4261, 0.7610], [-3.3251, 0.1347, -0.0731], [1.9320, 0.4185, -0.2465], [-1.2831, 0.4010, -1.3423], [-1.5026, -0.0609, 1.4424], [1.1167, -0.2515, 1.8685], [1.5869, -0.5909, -1.0568]], "atomic_forces_ev_per_a": [[0.1, -0.8, -3.9], [0.6, 0.6, 3.1], [0.7, -1.3, 5.2], [-2.6, -0.3, -0.1], [0.3, -0.4, -0.5], [-0.3, 0.7, 0.5], [0.4, 0.5, 0.3], [0.0, 0.2, -3.4], [0.7, 0.7, -1.3]], "e_above_lowest_kj_mol": 147.09, "spin_multiplicity": 3, "homo_ha": [-0.2795, -0.3351]}



| no. | calculated total energy (eV) |
| --- | --- |
| 1 | -16961.723 |
| 2 | -27797.753 |
| 3 | -14914.215 |
| 4 | -25749.368 |
| 5 | -25750.454 |
| 6 | -25747.230 |